Here is a molecular structure, C24H28CdN9O3S3Se from the OMol25 dataset. Energies are from ωB97M-V/def2-TZVPD.

```
69
Properties=species:S:1:pos:R:3:nbo_charge:R:1
N 0.509 0.648 -2.620 -1.0473
C -0.831 3.645 -3.699 -0.1468
N -4.394 4.605 -3.629 -0.8051
O 0.781 2.110 -0.633 -1.0070
C -2.342 -2.242 -1.465 -0.3158
H 4.291 -0.478 -4.630 0.1818
S 0.785 2.131 -2.088 2.3372
H -3.923 3.215 -1.423 0.1998
H -1.375 -2.706 1.827 0.2447
Se 0.531 -4.919 -0.220 -0.3774
C -0.448 2.828 5.819 -0.0960
H -4.351 5.379 -4.269 0.3723
N 2.506 -3.660 1.465 -0.3884
C -3.162 4.070 -3.242 0.1577
C 0.521 3.347 5.048 -0.0799
H 0.978 -2.396 4.045 0.2250
C 1.216 -4.007 1.219 0.2891
H 0.054 3.764 -4.313 0.2375
H 3.897 -2.917 -4.139 0.2157
N 0.521 2.654 3.843 -0.3661
C 3.192 -2.154 -3.841 -0.3775
C 1.425 2.924 2.736 -0.4202
H -2.114 4.817 -4.962 0.2003
H -1.790 1.219 5.342 0.4284
H -2.014 -2.678 -2.397 0.2172
N 2.559 0.150 -3.739 -0.4849
H 3.367 -4.640 -0.133 0.2352
N 1.153 -1.532 -2.798 -0.5584
N -1.031 1.816 5.073 -0.5454
C -2.996 -0.692 0.119 -0.2921
C -3.231 -1.962 0.616 -0.3364
H 2.351 2.360 2.844 0.2170
C -0.740 2.907 -2.530 -0.3690
N 0.508 -3.524 2.265 -0.3815
N 1.420 -1.387 0.426 -1.2701
H -3.235 0.241 0.609 0.2093
H -2.849 -3.993 -0.239 0.2102
H 3.646 -2.886 -0.099 0.2241
H -1.224 -3.518 3.409 0.1924
H -1.301 -4.470 1.902 0.2354
C -1.847 2.758 -1.703 -0.1722
H 0.949 2.638 1.800 0.2760
O 3.417 -0.615 1.746 -0.9854
H 3.519 -2.550 3.010 0.2432
H -3.621 -2.194 1.600 0.1979
H 1.212 4.150 5.243 0.2230
H -1.748 2.202 -0.777 0.2462
C -0.939 -3.552 2.358 -0.4129
H -0.771 3.083 6.813 0.2218
H 4.519 -3.948 1.040 0.1955
C 3.581 -3.790 0.510 -0.4045
S 2.151 -0.269 1.076 1.3957
C 3.401 -0.808 -4.100 0.0983
Cd -0.184 -0.750 -0.788 1.6256
C 2.018 -2.461 -3.175 0.1054
O 1.854 2.861 -2.718 -0.9511
H -2.498 -0.070 -1.966 0.2437
C -2.036 4.230 -4.052 -0.2814
H 1.753 -3.482 -2.915 0.2192
S -0.866 0.578 2.675 -0.2965
C -2.405 -0.820 -1.189 -0.6484
C 2.591 -2.966 2.659 -0.0359
C 1.463 -0.236 -3.066 0.5521
C -0.439 1.690 3.847 0.2419
H -5.062 4.732 -2.890 0.3744
H 1.647 3.991 2.718 0.1989
C -2.822 -2.918 -0.357 -0.3084
C -3.053 3.334 -2.061 -0.2242
C 1.351 -2.890 3.164 -0.1027
```

## Properties
**E_LUMO**: 2.183 eV
**Total charge**: -1
**Gap between HOMO and LUMO**: 6.4 eV
**HOMO**: -4.212 eV
**Calculated total energy**: -147313.6463 eV
**Energy relative to the best compared isomer or geometry (same formula, charge and spin)**: 1.778 eV

=====

Here is a molecular structure, C24H28Cl2N2O5S5Tl from the OMol25 dataset. Energies are from ωB97M-V/def2-TZVPD.

```
67
Properties=species:S:1:pos:R:3:nbo_charge:R:1
C -3.712 3.209 -0.250 -0.5509
H 6.173 -1.747 -0.448 0.2182
H -2.526 4.359 2.077 0.2010
H 0.987 -1.994 -1.231 0.4934
N -1.197 -1.633 -0.861 -0.5090
O 3.633 0.821 -0.563 -0.8557
C 0.251 -2.015 -5.060 -0.5369
H -4.729 2.888 -0.486 0.2205
C -1.311 5.414 -0.082 -0.5451
C 3.808 1.051 2.456 -0.3956
O 5.194 0.231 -2.070 -0.7000
H 4.419 0.357 3.021 0.2145
C -0.092 -0.603 -5.487 -0.5300
C -1.576 -2.298 2.723 0.4236
C -2.746 2.215 2.206 -0.5424
H -0.395 5.923 1.789 0.2122
H -1.936 3.647 3.587 0.2221
H 4.138 1.172 1.426 0.2835
H -3.502 -5.285 1.177 0.2016
S -0.844 -2.461 -3.677 0.2197
S -2.815 1.778 0.446 0.2495
C -2.314 -3.546 0.792 -0.1397
H 5.936 -4.071 0.396 0.1987
H -2.326 5.446 0.312 0.2064
C 5.067 -3.523 0.052 -0.2637
H -3.776 3.985 0.511 0.2018
C -2.233 -3.219 3.542 -0.3138
H -2.192 -3.077 4.614 0.2111
H -3.427 -4.984 3.639 0.1994
N -0.754 -0.623 -1.668 -0.3552
C -2.003 3.506 2.507 -0.5394
H 3.691 -5.122 0.454 0.2010
H -3.062 2.950 -2.290 0.2375
S -1.296 4.181 -1.429 0.2255
H -1.066 -0.565 -5.974 0.2113
C 5.200 -2.222 -0.415 -0.1713
C -2.961 -4.452 1.609 -0.2794
H -3.762 2.268 2.602 0.2121
Tl 1.022 1.268 -0.458 0.6971
C -2.919 -4.282 2.989 -0.1874
H 1.284 -2.084 -4.720 0.2312
H 0.666 -0.178 -6.144 0.2298
C -1.001 -1.434 0.432 0.6071
S -0.296 3.536 1.849 0.2319
C -0.625 -0.861 -2.896 -0.0695
O 1.782 -1.457 -1.383 -0.7154
C -0.287 5.157 1.019 -0.5348
H -1.092 6.386 -0.527 0.2206
C 4.106 -1.491 -0.857 -0.1962
C 4.317 -0.014 -1.240 0.7740
C 3.814 -4.113 0.082 -0.2125
O -0.941 -1.272 3.308 -0.7074
S -0.143 0.434 -3.988 0.2912
C -3.060 3.727 -1.525 -0.5320
O -0.319 -0.489 0.966 -0.8225
H -2.328 -3.645 -0.285 0.2368
C 2.859 -2.115 -0.857 0.3845
H -3.614 4.591 -1.898 0.2091
C 2.712 -3.413 -0.381 -0.3039
Cl 2.159 0.408 2.369 -0.0077
Cl 3.844 2.615 3.287 -0.0554
H 1.724 -3.864 -0.371 0.2087
H 0.082 -2.734 -5.862 0.2236
H 0.723 5.209 0.610 0.2358
C -1.622 -2.458 1.323 -0.2359
H -0.550 -0.753 2.551 0.5125
H -2.239 1.362 2.659 0.2500
```

## Properties
**E_LUMO**: 2.004 eV
**Total charge**: -1
**Gap between HOMO and LUMO**: 7.1 eV
**HOMO**: -5.050 eV
**Calculated total energy**: -122478.1955 eV

=====

Here is C24H28ClN3O5 in the gas phase from the OMol25 dataset. Energies are from ωB97M-V/def2-TZVPD.

```
61
Properties=species:S:1:pos:R:3:nbo_charge:R:1
N 4.788 1.879 -0.362 -0.4220
C -3.404 0.680 -0.351 0.6758
C 5.215 -0.358 0.434 -0.2389
H -2.321 -2.661 -2.342 0.2112
H 0.925 4.732 -0.734 0.2089
C -4.812 -2.512 0.852 -0.3975
N -4.028 -0.519 -0.322 -0.4571
H -4.800 -2.958 -2.546 0.2198
H -4.607 1.988 0.892 0.2078
H 3.109 3.703 -0.760 0.1516
H 5.160 2.742 -0.763 0.3632
C 7.010 0.995 -0.410 -0.2318
H -4.467 -0.590 1.698 0.2062
H -6.336 0.589 0.453 0.2110
H -6.297 -3.472 -0.396 0.2101
H 4.168 -0.471 0.661 0.2351
H -3.787 -0.696 -2.356 0.2341
H 1.370 0.751 0.693 0.2307
H -5.444 -2.837 1.679 0.2164
C 6.110 -1.374 0.677 -0.2135
H -1.498 4.614 -0.259 0.2259
Cl 8.503 -2.552 0.741 0.0273
H -6.851 -0.677 1.569 0.2122
H 0.355 -0.571 2.257 0.1802
C 0.718 1.585 0.494 -0.2746
O -2.723 1.031 -1.296 -0.6318
C 7.461 -1.228 0.380 -0.0352
H -6.850 -0.976 -0.166 0.2073
C 1.304 2.731 -0.050 -0.1120
H -1.130 -1.493 1.917 0.1946
H -3.363 1.077 1.791 0.2061
C -5.239 -3.211 -0.443 -0.4171
C 2.717 2.773 -0.328 0.0542
O -1.226 0.417 1.347 -0.5359
H 5.770 -2.304 1.106 0.2283
H -0.016 -1.088 0.587 0.1830
C -4.876 -0.985 0.762 -0.0336
C 7.922 -0.031 -0.174 -0.1831
C 5.658 0.851 -0.116 0.2379
C -0.446 -0.738 1.529 -0.2487
H -1.685 -1.344 -1.358 0.2302
C -3.583 1.606 0.858 -0.1595
C -0.854 3.775 -0.049 -0.2421
O 9.701 1.375 -0.866 -0.5992
O 10.163 -0.768 -0.512 -0.6699
C -3.824 -1.374 -1.493 -0.0417
C -1.447 2.635 0.486 0.2850
C 9.327 0.273 -0.543 0.7818
H 11.053 -0.481 -0.770 0.5019
H -4.683 -4.145 -0.538 0.2127
C -2.473 -2.088 -1.431 -0.6194
N 3.487 1.783 -0.086 -0.2408
C -4.996 -2.332 -1.674 -0.4107
O -2.780 2.753 0.736 -0.4815
H -2.407 -2.760 -0.581 0.1936
H 7.389 1.914 -0.833 0.2379
C 0.497 3.834 -0.314 -0.1848
C -0.632 1.521 0.778 0.3087
H -5.887 -1.743 -1.897 0.2056
H -3.786 -2.788 1.101 0.2047
C -6.320 -0.481 0.640 -0.6190
```

## Properties
**E_LUMO**: 0.307 eV
**SMILES**: COc1cc(/C=N/Nc2ccc(Cl)c(C(=O)O)c2)ccc1OCC(=O)N1[C@@H](C)CCC[C@@H]1C
**Total charge**: 0
**Gap between HOMO and LUMO**: 7.6 eV
**HOMO**: -7.248 eV
**Calculated total energy**: -52572.2899 eV
**Energy relative to the best compared isomer or geometry (same formula, charge and spin)**: 3.310 eV

=====

Here is 3 unconnected molecules or ions with the total composition C24H28ClN4 from the OMol25 dataset. Energies are from ωB97M-V/def2-TZVPD.

```
57
Properties=species:S:1:pos:R:3:nbo_charge:R:1
C 3.984 0.776 -2.883 0.1104
H -2.629 -3.221 -6.070 0.2465
H -0.107 -0.914 -2.997 0.3167
C -1.777 0.309 6.453 -0.2039
H -1.456 -4.515 -5.872 0.2463
C -1.413 -0.018 4.001 0.0204
C 0.659 -2.260 1.118 -0.4429
C 0.178 -0.152 2.217 0.1324
C -2.373 0.990 7.478 0.1033
H 6.032 2.679 -3.324 0.2523
H 5.001 2.983 -1.907 0.2375
H -1.265 -3.098 2.627 0.2536
C 3.238 2.302 -4.492 0.1042
C 0.112 -1.249 -4.013 -0.2119
H -2.428 -1.870 4.435 0.2584
H 2.934 -1.060 -2.689 0.2602
C -2.756 1.881 4.937 -0.2050
H 1.700 -1.945 1.153 0.2187
H 3.314 3.295 -4.910 0.2585
C -1.636 -3.559 -6.358 -0.4086
H -2.255 0.739 8.524 0.2566
H -0.353 1.660 3.235 0.2538
H -1.650 -2.481 -4.024 0.2601
H 0.896 0.236 1.513 0.2547
C 1.285 -1.287 -6.107 -0.2166
H -3.684 3.562 5.884 0.2582
H -1.549 -3.584 -7.436 0.2438
C -2.018 0.716 5.141 0.0486
C -0.779 -2.134 -4.566 0.1091
H 4.658 0.623 -2.053 0.2475
C 3.034 -0.142 -3.253 -0.2070
H 4.737 3.952 -3.348 0.2442
H -1.118 -0.523 6.658 0.2640
C -3.836 2.726 8.386 -0.4121
H 1.654 1.629 -5.762 0.2631
H 0.572 -3.330 1.246 0.2405
H -3.126 3.157 9.086 0.2505
N -0.650 -2.589 -5.821 -0.2390
H 0.432 -2.608 -7.585 0.2538
C 1.163 -0.801 -4.809 0.0214
C -1.038 -2.064 2.835 0.1162
N -3.100 2.099 7.251 -0.2389
H -2.985 2.216 3.933 0.2663
C -0.497 0.591 3.155 -0.1968
C 5.042 2.975 -2.993 -0.4077
C 0.381 -2.200 -6.587 0.1086
Cl -1.409 -0.315 -0.865 -0.9339
N -0.097 -1.460 2.099 -0.2243
C -1.699 -1.366 3.816 -0.2009
C 2.175 0.153 -4.295 0.0575
H -4.405 1.943 8.884 0.2477
N 4.057 1.976 -3.485 -0.2427
H 0.281 -1.924 0.144 0.2879
C -3.261 2.575 6.009 0.1079
C 2.313 1.388 -4.939 -0.1946
H 2.055 -0.911 -6.768 0.2598
H -4.536 3.452 7.991 0.2458
```

## Properties
**E_LUMO**: -8.244 eV
**Total charge**: +3
**Gap between HOMO and LUMO**: 6.0 eV
**HOMO**: -14.287 eV
**Calculated total energy**: -43801.2234 eV
**Energy relative to the best compared isomer or geometry (same formula, charge and spin)**: 0.162 eV